# 1
# C37H27CoN4O7P

C37H27CoN4O7P as an isolated structure (wB97M-V/def2-TZVPD, the Open Molecules 2025 dataset).

DFT total energy: -3896.2112 hartree
Orbital gap (alpha / beta): 8.05 / 8.09 eV
Molecular weight: 729.6 g mol⁻¹

```
! RIJCOSX wB97M-V def2-TZVPD def2/J DEFGRID3
* xyz 0 2
Co -0.7319 0.1415 -0.3285
O -1.8397 2.1492 -3.6152
C -1.6119 1.6806 -2.5233
N -0.7748 0.6677 -2.1659
C 0.1846 0.1176 -2.9735
O 0.5541 0.4585 -4.0727
C 0.7803 -1.1045 -2.2866
C 1.6623 -1.9474 -2.9263
C 2.0473 -3.1134 -2.2781
C 1.5237 -3.3960 -1.0281
C 0.6632 -2.4813 -0.4422
N 0.3127 -1.3560 -1.0521
C -2.3402 2.2077 -1.2927
C -3.2860 3.2088 -1.3987
C -3.9126 3.6556 -0.2489
C -3.5716 3.0797 0.9659
C -2.6163 2.0803 0.9881
N -2.0074 1.6523 -0.1177
H 1.9977 -1.6822 -3.9190
H 2.7319 -3.8052 -2.7520
H 1.7783 -4.3039 -0.4981
H 0.2222 -2.6598 0.5261
H -3.5009 3.6025 -2.3820
H -4.6595 4.4367 -0.2961
H -4.0399 3.3907 1.8887
H -2.3361 1.5972 1.9146
O 2.3381 1.9558 2.1348
C 1.3653 1.3374 1.4550
O 1.2004 1.4777 0.2687
C 0.4867 0.4876 2.3086
C 0.6330 0.3647 3.6750
C -0.2306 -0.4996 4.3457
C -1.1734 -1.2086 3.6232
C -1.2572 -1.0208 2.2436
N -0.4495 -0.1736 1.6168
C -2.2632 -1.7998 1.3678
O -2.8104 -2.7480 1.9303
O -2.3507 -1.3842 0.1835
H 2.8424 2.4707 1.4864
H 1.4066 0.9083 4.1965
H -0.1437 -0.6218 5.4175
H -1.8544 -1.9185 4.0705
O 2.4825 -1.2245 1.4565
P 3.3271 -2.0929 2.3232
C 3.5271 -1.4394 3.9952
C 4.1564 -0.2015 4.1326
C 4.2352 0.4072 5.3731
C 3.6865 -0.2168 6.4876
C 3.0652 -1.4493 6.3594
C 2.9838 -2.0604 5.1147
C 2.6147 -3.7414 2.4868
C 3.3432 -4.9192 2.3568
C 2.6942 -6.1452 2.4225
C 1.3215 -6.1998 2.6153
C 0.5876 -5.0278 2.7526
C 1.2357 -3.8055 2.6940
C 4.9906 -2.2811 1.6636
C 5.1766 -1.9782 0.3176
C 6.4311 -2.1289 -0.2578
C 7.4953 -2.5796 0.5086
C 7.3144 -2.8752 1.8542
C 6.0650 -2.7227 2.4334
H 4.5741 0.2896 3.2614
H 4.7231 1.3677 5.4739
H 3.7496 0.2585 7.4577
H 2.6440 -1.9385 7.2279
H 2.4931 -3.0209 5.0165
H 4.4107 -4.8861 2.1818
H 3.2625 -7.0592 2.3107
H 0.8196 -7.1579 2.6525
H -0.4860 -5.0567 2.8887
H 0.6665 -2.8894 2.7935
H 4.3353 -1.6178 -0.2628
H 6.5760 -1.8885 -1.3028
H 8.4731 -2.6956 0.0593
H 8.1489 -3.2169 2.4521
H 5.9276 -2.9376 3.4871
*
```



# 2
# C3H7N3S

One molecule with the formula C3H7N3S in a non-equilibrium geometry (wB97M-V/def2-TZVPD, the Open Molecules 2025 dataset).

SMILES: C=C/C(=N/N)NS
DFT total energy: -680.8870 hartree
Orbital gap: 8.98 eV
Molecular weight: 117.2 g mol⁻¹

```
! RIJCOSX wB97M-V def2-TZVPD def2/J DEFGRID3
* xyz 0 1
C 2.3114 -0.7542 -0.0518
C 1.0613 -1.1847 -0.2438
C -0.1947 -0.4314 0.0303
N -1.3367 -0.9235 -0.3623
N -2.4874 -0.3151 -0.0112
N -0.1837 0.8824 0.6789
S 0.3072 2.2181 -0.3728
H 3.1487 -1.4150 -0.2755
H 2.5276 0.2317 0.3748
H 0.8817 -2.1862 -0.6785
H -3.2300 -0.5797 -0.6582
H -2.3428 0.6380 0.2678
H 0.3556 0.8907 1.5347
H -0.8181 2.9290 -0.2323
*
```



# 3
# CH8NOSi

A 2-piece molecular cluster, CH8NOSi overall in a non-equilibrium geometry (wB97M-V/def2-TZVPD, the Open Molecules 2025 dataset).

DFT total energy: -462.0865 hartree
Orbital gap: 9.71 eV
Molecular weight: 78.2 g mol⁻¹

```
! RIJCOSX wB97M-V def2-TZVPD def2/J DEFGRID3
* xyz 1 1
C 1.5873 0.4934 0.3317
N 2.2585 -0.5472 -0.0358
O -0.8789 0.8160 -0.1844
Si -1.9409 -0.4584 0.1102
H 1.8023 1.4356 -0.2260
H 1.0652 0.4599 1.3217
H 2.5765 -0.6505 -1.0511
H -1.2080 1.6345 -0.4559
H 2.2602 -1.3298 0.6818
H -2.4700 -1.3812 -0.8952
H -0.7342 -1.0013 0.7398
H -3.1038 0.0753 0.7706
*
```



# 4
# C5H8N

A 2-piece molecular cluster, C5H8N overall in a non-equilibrium geometry (wB97M-V/def2-TZVPD, the Open Molecules 2025 dataset).

DFT total energy: -249.6395 hartree
Orbital gap: 9.50 eV
Molecular weight: 82.1 g mol⁻¹

```
! RIJCOSX wB97M-V def2-TZVPD def2/J DEFGRID3
* xyz 1 1
C 1.6410 0.4067 2.1064
C 0.6473 1.3463 2.0367
C -1.1405 -1.0266 -1.1097
C -0.7919 0.2648 -1.8057
C 0.3826 -0.0080 1.6824
N 0.0761 -0.2973 -0.7463
H 2.7226 0.1774 2.1263
H 0.2247 2.3595 1.9989
H -1.9068 -1.0381 -0.3942
H -1.0670 -2.0424 -1.7416
H -0.3024 0.1723 -2.7859
H -1.2155 1.2522 -1.5630
H -0.1937 -0.8420 1.3357
H 0.9235 -0.7248 -1.1402
*
```



# 5
# C12H53BrNO25P3S

A 22-piece molecular cluster, C12H53BrNO25P3S overall in a non-equilibrium geometry (wB97M-V/def2-TZVPD, the Open Molecules 2025 dataset).

DFT total energy: -6421.2387 hartree
Orbital gap: 7.64 eV
Molecular weight: 816.4 g mol⁻¹

```
! RIJCOSX wB97M-V def2-TZVPD def2/J DEFGRID3
* xyz 0 1
O -0.0753 0.1482 5.2151
P 0.8972 0.8365 4.3449
O 2.0624 -0.1944 3.9210
O 1.6612 2.0442 5.0437
P 0.0952 1.6025 2.4570
C 0.3018 0.2531 1.2386
C -0.6960 -0.6704 0.9721
C -0.4875 -1.6098 -0.0228
C 0.6969 -1.6460 -0.7362
C 1.7143 -0.7477 -0.4652
C 1.5140 0.2044 0.5291
S 2.7962 1.3839 0.8786
C 3.6898 1.3770 -0.6630
C 4.4378 2.5082 -0.9750
C 5.1941 2.5525 -2.1368
C 5.1793 1.4488 -2.9775
C 4.4250 0.3180 -2.6841
P 4.6009 -1.0286 -3.8857
O 4.9550 -2.3159 -2.9557
Br 2.4225 -1.3900 -4.5149
C 3.6454 0.2758 -1.5052
N 2.9027 -0.8747 -1.2158
H 2.0293 -0.9020 4.5801
H 2.3713 2.3518 4.4621
H -1.2769 1.7283 2.7186
H -1.6176 -0.6439 1.5285
H -1.2686 -2.3217 -0.2245
H 0.7876 -2.3974 -1.5057
H 4.4363 3.3389 -0.2871
H 5.7680 3.4355 -2.3590
H 5.7833 1.4546 -3.8717
H 4.3583 -2.3432 -2.1800
H 2.6913 -1.3969 -2.0544
O 1.0596 0.0755 -7.5512
H 1.2838 -0.2468 -6.6708
H 1.9055 0.1502 -8.0025
O 3.9505 -3.8613 -0.8829
H 4.2114 -4.6550 -1.3597
H 4.2859 -3.9952 0.0129
O -3.2359 -2.2403 0.6373
H -3.9691 -1.8426 1.1158
H -2.9052 -2.9017 1.2505
O 2.0369 -3.3137 1.6100
H 2.0463 -2.5849 0.9773
H 2.0960 -2.9105 2.4808
O -4.3186 0.4908 0.9613
H -4.4770 0.8735 0.0925
H -3.9837 1.2279 1.4816
O 5.5283 -3.9356 1.9629
H 6.3617 -3.5960 2.3019
H 5.3903 -4.7620 2.4362
O -4.4838 3.2038 2.5516
H -4.8780 3.9845 2.9706
H -5.0009 2.4591 2.8898
O -3.0555 2.9525 0.1648
H -2.2293 3.4479 0.2408
H -3.6614 3.4019 0.7764
O -4.0881 -2.4895 3.3209
H -4.8196 -2.1065 3.8136
H -3.7257 -3.1455 3.9281
O -2.4825 3.9428 3.3511
H -2.5989 4.8660 3.1060
H -3.2593 3.5001 2.9757
O -1.6185 0.6108 -8.7860
H -0.7139 0.5765 -8.4452
H -1.5227 0.5264 -9.7382
O -4.8554 0.8621 4.4588
H -4.6267 0.1734 3.8243
H -4.3874 0.6032 5.2596
O -4.9150 5.2766 4.4929
H -5.6090 5.6538 5.0427
H -4.5056 4.5982 5.0439
O -0.2168 -2.6409 4.0218
H -0.2573 -2.3944 3.0884
H -0.0243 -1.8131 4.4841
O -1.1813 3.2589 -2.0260
H -2.0554 2.9465 -1.7652
H -1.2616 3.4485 -2.9653
O -6.5105 -1.1725 1.8177
H -7.1970 -0.9259 1.1922
H -5.8269 -0.4955 1.7067
O -2.8025 -2.5523 5.8567
H -2.5778 -2.9574 6.6998
H -1.9501 -2.4114 5.4206
O 4.7535 -3.3882 -6.8516
H 4.0440 -2.9439 -6.3754
H 5.1417 -3.9799 -6.2003
O -5.6780 3.9480 -1.3822
H -4.7919 3.8759 -1.0085
H -5.5370 3.9446 -2.3335
O 0.0737 -4.0867 -3.0573
H -0.7318 -4.3886 -3.4882
H 0.7022 -4.8024 -3.1920
O 5.8931 2.3147 -5.8958
H 5.2623 2.5089 -6.5960
H 6.5051 3.0575 -5.9166
*
```



> Which formula does entry 1 have?

C37H27CoN4O7P



> What is the DFT total energy in the third record?

-462.0865 hartree



Copy entry 2 word for word.
# C3H7N3S

One molecule with the formula C3H7N3S in a non-equilibrium geometry (wB97M-V/def2-TZVPD, the Open Molecules 2025 dataset).

SMILES: C=C/C(=N/N)NS
DFT total energy: -680.8870 hartree
Orbital gap: 8.98 eV
Molecular weight: 117.2 g mol⁻¹

```
! RIJCOSX wB97M-V def2-TZVPD def2/J DEFGRID3
* xyz 0 1
C 2.3114 -0.7542 -0.0518
C 1.0613 -1.1847 -0.2438
C -0.1947 -0.4314 0.0303
N -1.3367 -0.9235 -0.3623
N -2.4874 -0.3151 -0.0112
N -0.1837 0.8824 0.6789
S 0.3072 2.2181 -0.3728
H 3.1487 -1.4150 -0.2755
H 2.5276 0.2317 0.3748
H 0.8817 -2.1862 -0.6785
H -3.2300 -0.5797 -0.6582
H -2.3428 0.6380 0.2678
H 0.3556 0.8907 1.5347
H -0.8181 2.9290 -0.2323
*
```